Molecular formula: C26H24N4O5
Method: DFT, ωB97M-V with the def2-TZVPD basis set

XYZ file:
```
59
Properties=species:S:1:pos:R:3:forces:R:3:mulliken_charge:R:1
C 6.2933 0.2420 -2.7825 0.3060 -0.3052 -0.2511 -0.6981
H 5.6794 -0.6234 -3.0395 0.0868 0.0843 0.0135 0.2245
O 5.5094 1.3409 -2.3762 -0.3017 0.1301 0.1874 -0.4751
C 4.7922 1.3144 -1.2178 -0.0469 0.1823 0.0291 0.4320
C 4.2425 2.5430 -0.8643 0.1087 -0.2663 -0.1103 -0.6828
C 3.4772 2.7035 0.2743 0.0413 -0.1362 0.1079 -0.8188
C 3.2578 1.6217 1.1081 0.1563 0.1461 -0.0377 0.0292
C 3.7911 0.3861 0.7630 0.0621 -0.0290 -0.0285 -0.1840
C 4.5472 0.2037 -0.3859 0.0713 -0.0855 -0.0836 1.2425
O 5.0605 -1.0158 -0.7518 -0.0621 0.4764 -0.1491 -0.4547
C 4.8537 -2.1175 0.0974 -0.0029 -0.1739 0.1157 -0.7153
H 5.3588 -2.9529 -0.3858 -0.0597 0.0181 0.0824 0.2757
H 3.7903 -2.3522 0.2044 0.0190 0.0113 0.0216 0.0933
H 5.2926 -1.9528 1.0866 -0.0426 -0.0020 -0.0235 0.3713
H 3.5827 -0.4482 1.4127 0.0066 -0.1595 0.0504 0.4058
C 2.4130 1.7299 2.3527 -0.0357 -0.2706 -0.1393 -1.3244
C 1.1557 0.9180 2.1037 -0.1376 0.4142 0.1195 0.5729
O 1.0304 -0.2596 2.3718 0.0270 -0.3041 0.1227 -0.5749
N 0.1873 1.6144 1.4695 -0.6809 0.5184 -0.3467 -0.4156
N -0.9880 1.0000 1.0643 0.4295 -0.3387 0.2923 -0.0499
C -1.9966 1.7308 0.5443 0.7393 -0.2128 0.3853 0.1915
O -1.9461 2.9495 0.4935 -0.0880 0.2233 -0.0810 -0.7740
C -3.1188 0.8820 0.0595 -0.2439 -0.6726 -0.3377 0.7738
N -2.8046 -0.3636 -0.1210 0.2215 1.0939 0.2895 -0.4590
N -3.6788 -1.2394 -0.5636 -0.4124 0.0608 -0.0342 0.1801
C -5.0023 -0.9652 -0.8754 0.0231 -0.0153 0.0079 0.2566
O -5.7324 -1.8503 -1.2793 -0.0505 -0.0147 -0.0427 -0.7149
C -5.3847 0.4324 -0.6734 0.1233 0.4483 0.1179 0.1147
C -6.6947 0.8286 -0.9488 0.0214 -0.0748 -0.0061 -0.4726
C -7.0689 2.1410 -0.7715 -0.0190 -0.1098 -0.0336 -0.5333
C -6.1397 3.0769 -0.3189 0.0596 -0.0307 0.0242 -0.5622
C -4.8435 2.7065 -0.0410 0.0294 0.1304 0.0455 -0.6313
C -4.4432 1.3761 -0.2144 -0.4160 -0.2247 -0.1690 0.6650
H -4.1202 3.4281 0.3021 0.0199 0.0406 0.0087 0.5164
H -6.4416 4.1051 -0.1845 -0.0007 0.0824 0.0177 0.4202
H -8.0819 2.4484 -0.9833 -0.0803 0.0092 -0.0226 0.4108
H -7.3893 0.0804 -1.2992 -0.0590 -0.0471 -0.0263 0.4704
C -3.1824 -2.6019 -0.7569 0.0839 -0.3882 -0.0384 -0.8601
C -1.8189 -2.7474 -0.1449 -0.0120 -0.1954 -0.0431 0.5904
C -1.6718 -3.2491 1.1410 -0.0693 0.0065 -0.1614 -0.4333
C -0.4175 -3.3344 1.7197 0.1131 -0.0285 0.0618 -0.7987
C 0.7001 -2.9094 1.0231 -0.0363 -0.0991 0.0381 -0.1158
C 0.5604 -2.4012 -0.2573 0.0311 -0.0009 -0.1078 -0.2183
C -0.6924 -2.3231 -0.8392 0.0146 -0.1684 0.0346 -0.6792
H -0.8002 -1.9239 -1.8373 -0.0175 0.0607 -0.1161 0.3642
H 1.4255 -2.0584 -0.8064 0.0928 0.0382 -0.0397 0.4061
H 1.6728 -2.9682 1.4855 0.0972 0.0410 0.0538 0.2926
H -0.3122 -3.7254 2.7200 0.0096 -0.0300 0.1007 0.3927
H -2.5433 -3.5750 1.6906 -0.1047 -0.0319 0.0532 0.4132
H -3.1589 -2.8042 -1.8332 -0.0515 -0.0382 0.1311 0.2916
H -3.9085 -3.2818 -0.3025 0.1170 0.0602 -0.1188 0.3966
H -0.9750 -0.0133 1.0637 0.0335 0.1100 -0.0439 0.3922
H 0.2265 2.5966 1.2260 0.0709 -0.1939 0.0695 0.2936
H 2.1712 2.7699 2.5665 0.0184 0.0336 0.0302 0.4251
H 2.9362 1.2936 3.2044 -0.1373 0.0493 0.0253 0.3726
H 3.0701 3.6744 0.5128 -0.0520 0.1219 0.0459 0.3752
H 4.4375 3.3759 -1.5208 0.0414 0.0892 -0.0969 0.4188
H 6.8246 0.5870 -3.6697 -0.0150 -0.0423 0.0636 0.2954
H 7.0163 -0.0435 -2.0152 -0.0403 0.0099 -0.0580 0.2795
```
Positions in Å, forces in eV/Å.

Properties
highest occupied orbital energy: -8.12 eV
total charge: 0
SMILES: COc1ccc(CC(=O)NNC(=O)c2nn(Cc3ccccc3)c(=O)c3ccccc23)cc1OC



Molecular formula: C8H5N5
Method: DFT, ωB97M-V with the def2-TZVPD basis set

XYZ file:
```
18
Properties=species:S:1:pos:R:3:forces:R:3:mulliken_charge:R:1
C 2.0930 -2.3592 0.1249 -0.7309 0.2547 -0.7993 0.0372
C 0.1745 -2.3283 -2.3556 -0.2817 0.7338 0.7284 -0.0337
C 0.8509 -0.2840 0.4995 -0.2050 0.2963 1.6058 0.2280
C -0.2605 1.4444 1.0513 -1.8611 1.3843 1.3722 0.7809
C 1.0918 -1.4717 -0.2951 -1.0468 2.2297 -0.3673 0.4173
C 0.2325 -1.3485 -1.3360 -0.2959 -0.2319 1.5302 0.1893
C -0.7025 -0.1043 -1.1070 -1.9329 -1.7255 -2.7316 -0.3701
C -1.3092 2.5131 1.2844 1.0298 -2.0657 -2.9959 -1.3258
N 2.8804 -3.0404 0.5760 1.2116 -1.0738 0.5464 -0.3937
N 0.2206 -3.2485 -3.0271 -0.0640 -0.8324 -1.0345 -0.4270
N 1.3371 0.1677 1.6069 1.9154 -1.3961 0.2727 -0.3898
N 0.6751 1.2577 1.9760 -1.2492 0.2119 -1.3696 -0.5674
N -0.2464 0.4716 0.0998 3.4100 -0.3130 0.4008 0.1836
H -0.6186 0.3293 -2.1705 -0.4055 0.7803 2.0164 0.3038
H -1.7701 -0.3857 -0.8510 0.9896 -0.1422 -1.2040 0.3367
H -2.1941 2.3618 0.7129 -0.7746 -0.3665 -0.4752 0.3175
H -1.5470 2.6239 2.2593 -0.5662 0.0084 3.2168 0.4010
H -0.9074 3.4010 0.9513 0.8574 2.2478 -0.7122 0.3120
```
Positions in Å, forces in eV/Å.

Properties
highest occupied orbital energy: -9.56 eV
total charge: 0
SMILES: Cc1nnc2n1CC(C#N)=C2C#N



Molecular formula: F10N5Na2O20S10
Method: DFT, ωB97M-V with the def2-TZVPD basis set

XYZ file:
```
47
Properties=species:S:1:pos:R:3:forces:R:3:mulliken_charge:R:1
Na 5.6916 21.9120 -0.9637 -0.5312 0.3611 0.2848 0.9551
Na 5.0898 19.0189 -1.1249 -0.6267 -1.1708 0.1560 0.9906
N 2.5504 15.0447 -0.5866 -1.4104 3.3242 -1.6737 -0.2843
S 2.2113 16.2853 -1.6545 1.8621 0.5035 -3.8565 0.9604
O 2.9261 17.5426 -1.5365 -0.3602 -0.5386 1.0236 -0.3450
O 0.8653 16.4219 -2.1792 1.1664 -0.7272 0.8499 -0.5897
F 3.0675 15.6808 -2.8733 -0.5655 -0.5949 0.2222 -0.3196
S 1.6894 15.7105 0.5761 -0.4479 -1.5480 5.3208 1.1089
O 0.2583 15.5944 0.4726 0.3673 0.2374 -0.3966 -0.6431
O 2.2263 16.8665 1.2481 -0.4586 -0.4449 -1.2013 -0.5083
F 2.0170 14.5436 1.6507 -0.0202 0.0674 -0.3387 -0.3194
N 6.0933 14.0568 0.3662 0.0642 1.4344 3.2281 -0.4294
S 5.9452 14.7148 1.9148 -2.1860 -1.3452 1.8510 1.1036
O 5.0648 15.8401 2.0749 0.9006 -0.7147 -0.7159 -0.4204
O 7.1268 14.6910 2.7305 -0.3332 -0.5018 -0.5800 -0.6136
F 5.0290 13.4966 2.4459 0.5946 0.1245 -0.0399 -0.3155
S 6.7818 15.3074 -0.2400 1.2547 1.6774 -5.6875 1.0122
O 8.0883 15.7036 0.1976 -0.2688 -0.4487 0.4477 -0.5995
O 5.9242 16.3763 -0.6873 -0.1472 0.0200 0.6955 -0.2411
F 7.0780 14.6177 -1.7028 0.1667 -0.1264 0.6842 -0.3995
N 2.2835 23.3913 -1.3843 -0.0421 -3.5120 1.8912 -0.3795
S 2.1085 21.8443 -0.6802 -1.6657 -0.8397 -2.7435 0.9374
O 1.1815 21.7453 0.3983 0.7919 0.2112 0.0682 -0.5368
O 3.3240 21.0700 -0.6482 0.0125 0.4387 -0.3141 -0.2209
F 1.2704 21.2534 -1.8912 0.6312 0.0330 0.1293 -0.2862
S 2.6946 24.0943 -0.0475 0.7196 5.1028 -0.5340 1.0916
O 4.0190 23.7578 0.4431 -1.1189 0.0673 0.0540 -0.5329
O 1.5998 24.4816 0.7971 1.0303 -0.6760 0.4841 -0.6005
F 2.9691 25.5574 -0.7813 0.2262 -0.6956 0.3289 -0.3735
N 5.9975 20.2317 0.7905 2.6684 -0.5787 3.2158 -0.0698
S 7.4076 19.4518 1.3730 3.8436 -1.8791 -3.4119 0.8751
O 7.3559 18.4136 2.3466 -1.0220 0.9226 0.0766 -0.5138
O 8.6119 20.2667 1.3803 -1.7467 -0.1014 -0.0846 -0.6620
F 7.5353 18.6424 0.0067 0.0806 0.1598 0.1845 -0.1714
S 5.6573 20.7390 2.2947 -5.5101 1.7348 2.5204 0.7581
O 6.5441 21.6966 2.9234 -0.2815 -0.8614 -1.2546 -0.6070
O 5.0031 19.7881 3.1599 1.4592 0.2841 -0.7731 -0.5612
F 4.3610 21.5571 1.8364 0.7991 0.4724 -0.0069 -0.1904
N 5.6186 20.6464 -3.0743 3.9777 -1.9023 -1.2568 -0.0984
S 5.2698 21.3423 -4.4243 -4.2106 3.8915 -1.9573 0.8358
O 4.4000 20.5919 -5.2813 0.9049 0.0854 0.1274 -0.5889
O 6.2262 22.2546 -5.0131 0.0015 -1.3789 0.3080 -0.6163
F 4.2834 22.3918 -3.7410 -0.3766 0.1476 0.2184 -0.2691
S 7.0200 19.8231 -3.7749 1.8597 -1.6902 2.2925 0.8817
O 8.2364 20.5942 -3.9313 -1.8243 -0.4099 -0.4257 -0.5666
O 6.6721 18.7488 -4.6698 0.2039 1.6463 0.5174 -0.5396
F 7.3472 19.0998 -2.4067 -0.4327 -0.2612 0.0719 -0.0976
```
Positions in Å, forces in eV/Å.

Properties
highest occupied orbital energy: -2.85 eV
total charge: -3



Molecular formula: C31H46Cl2NPRu
Method: DFT, ωB97M-V with the def2-TZVPD basis set

XYZ file:
```
82
Properties=species:S:1:pos:R:3:forces:R:3:lowdin_spin:R:1
P -1.3419 -1.5188 -0.8886 4.2307 3.0782 2.3241 0.5060
C -0.6244 -0.7154 -2.3875 -0.1956 -0.5119 0.8841 0.0704
C -1.1195 -1.9497 -3.1865 -0.0845 0.9217 -0.7930 0.0501
C -0.8471 -1.7138 -4.6535 0.2364 -0.0989 0.2171 0.0131
C -1.3790 -0.3579 -5.1232 -0.1271 0.3087 -0.3101 0.0009
C -0.9498 0.8642 -4.2806 0.2981 -0.4536 0.2454 0.0016
C -1.2295 0.6341 -2.7980 -0.3997 -0.4459 0.3008 0.0056
C -2.3644 -0.5782 0.3054 0.7423 -0.6521 -0.7674 0.0448
C -3.4955 -1.4556 -0.3150 -0.7780 0.7106 1.0731 0.0875
C -4.7291 -1.2248 0.5207 -0.0829 -0.0722 -0.0690 0.0264
C -5.0652 0.2653 0.6364 -0.2350 0.4043 0.0353 0.0046
C -3.9113 1.1915 1.0884 0.3242 -0.6706 0.1256 0.0020
C -2.6415 0.9301 0.2677 0.4030 0.0243 -0.2537 0.0080
C -0.1649 -2.7467 -0.0727 -0.9320 -0.2536 -0.5835 0.0740
C 1.3029 -2.9030 -0.5640 0.0541 0.1439 -0.1656 0.0135
C 1.7772 -4.3320 -0.2354 -0.5359 -0.0450 -0.0049 0.0025
C 1.6253 -4.6852 1.2518 0.2189 0.0646 0.1366 0.0002
C 0.2769 -4.2766 1.8613 -0.2077 -0.1355 -0.4207 0.0015
C -0.1651 -2.8580 1.4770 -0.1077 0.2370 -0.0478 0.0080
H 0.4805 -0.5971 -2.4088 -0.4924 -0.4312 0.4520 0.0103
H -2.2114 -2.0473 -2.9570 0.5473 -0.2130 -0.6753 0.0185
H -0.6046 -2.8470 -2.8202 -0.1595 -0.0343 -0.1732 0.0020
H -1.2798 -2.5603 -5.1877 0.1100 0.2174 -0.4958 0.0000
H 0.2460 -1.7391 -4.7514 -0.1158 -0.0672 -0.2691 0.0025
H -1.0344 -0.1967 -6.1507 -0.2710 -0.0350 0.0545 0.0003
H -2.4749 -0.3957 -5.1291 0.0270 -0.0115 -0.1282 0.0000
H 0.1341 1.0190 -4.3861 -0.1848 0.0509 -0.0853 0.0002
H -1.4562 1.7817 -4.6056 0.1297 -0.2760 -0.1129 0.0004
H -0.7898 1.4204 -2.1623 -0.2028 -0.2548 -0.2287 0.0041
H -2.3188 0.6111 -2.6007 0.3111 0.1171 -0.2759 0.0005
H -2.1397 -0.8445 1.3602 -0.0701 -0.2349 -0.7202 0.0037
H -4.4854 -1.6277 1.5074 -0.2829 -0.0905 0.0603 0.0003
H -3.1777 -2.5203 -0.2880 -0.6669 0.1925 -0.0255 0.0232
H -3.6177 -1.1467 -1.3753 -0.2936 -0.2159 0.3958 0.0080
H -5.5176 -1.8171 0.0587 -0.4953 0.1825 0.3758 0.0001
H -5.8866 0.3737 1.3534 -0.0371 0.0323 -0.2546 0.0015
H -5.4159 0.6201 -0.3397 -0.1131 -0.0271 0.0562 0.0001
H -4.1931 2.2504 1.0247 -0.0264 -0.3129 -0.0059 0.0003
H -3.6700 0.9772 2.1425 -0.1196 0.1293 -0.1809 0.0001
H -1.7640 1.4675 0.6731 -0.4156 -0.2308 -0.1449 0.0053
H -2.7683 1.2858 -0.7633 -0.0829 -0.0920 0.2642 0.0007
H -0.8632 -3.5248 -0.5476 1.5351 -0.5000 1.0276 0.0164
H 1.4172 -2.7154 -1.6396 -0.1126 -0.0549 0.1619 0.0011
H 1.9805 -2.1765 -0.0714 -0.6745 -0.0907 -0.1142 0.0008
H 1.1533 -5.0190 -0.8246 0.1594 -0.0284 0.0203 0.0001
H 2.8174 -4.4785 -0.5511 -0.2136 0.0986 0.0273 0.0005
H 2.4367 -4.2094 1.8175 -0.1135 0.0264 -0.0720 0.0000
H 1.7560 -5.7698 1.3770 0.0327 0.2490 0.0088 0.0001
H 0.3073 -4.3829 2.9517 -0.0213 0.0341 -0.1881 0.0003
H -0.4974 -4.9574 1.4802 0.0792 -0.0594 0.1690 0.0001
H -1.1576 -2.6570 1.8977 0.1123 -0.1248 -0.0516 0.0007
H 0.5138 -2.1137 1.9418 -0.3198 -0.1327 -0.5686 0.0006
Ru 2.2307 1.5478 0.7946 -1.2468 -3.0379 -1.0406 1.8934
Cl 0.9394 0.6714 2.7055 -0.2009 -0.0429 -0.0215 0.1155
Cl 2.8052 0.5751 -1.2623 0.0510 -0.2719 -0.2553 0.1160
C 0.9654 2.5411 -0.1271 -2.9539 2.7276 -2.0129 0.4230
H 0.8939 2.4639 -1.2450 0.6810 -0.3049 0.6835 0.0317
C 0.0339 3.6624 0.2181 1.3851 -0.6912 0.3812 0.0537
C -0.5579 3.7484 1.4946 -0.0558 0.6583 0.2621 0.0726
C -1.2494 4.9098 1.8801 0.3255 -0.7586 -0.2256 -0.0045
C -1.3602 5.9796 0.9975 -0.2498 0.3095 0.1195 0.0761
C -0.7982 5.9143 -0.2796 0.2741 -0.7934 -0.3095 -0.0034
C -0.1214 4.7609 -0.6825 -0.1566 -0.1797 0.4604 0.0665
H -0.3915 2.9166 2.1892 -0.1936 0.3572 -0.2044 0.0040
H -1.6820 4.9558 2.8804 0.0586 0.1034 -0.2505 -0.0023
H -0.8680 6.7530 -0.9705 -0.0467 -0.0988 0.2046 -0.0021
H 0.3784 4.6961 -1.6552 -0.2433 0.1152 0.2979 0.0032
H -1.8882 6.8795 1.3037 0.0827 -0.1085 -0.0252 0.0054
N 3.5316 2.5218 2.1151 -0.4242 0.5764 -0.4120 0.0734
C 4.2453 1.3202 2.4634 0.7735 1.1830 0.6319 0.0054
C 4.5169 1.2992 3.8317 0.8234 -0.4851 -0.0964 0.0069
C 5.6582 0.6190 4.2530 -1.0609 0.1304 0.0548 0.0000
C 6.3783 -0.1619 3.3435 0.4054 -0.3715 -0.2671 0.0076
C 5.9748 -0.3208 2.0160 -1.1189 0.7159 0.3473 0.0001
C 4.8694 0.4489 1.5529 0.0989 -0.1496 -0.0237 0.0130
H 2.7763 2.8995 2.7195 1.1224 -0.2830 -0.3542 0.0064
H 3.7848 3.0417 1.2667 0.2712 0.1766 0.8979 0.0129
H 3.8541 1.9271 4.4401 0.7408 -0.2886 0.1342 0.0004
H 5.9621 0.7242 5.2905 0.0899 -0.2409 -0.1505 -0.0002
H 7.2748 -0.6754 3.6886 -0.1848 0.0926 -0.0593 0.0005
H 6.4948 -0.9952 1.3298 -0.1890 0.2863 0.3105 -0.0002
H 4.4755 0.3431 0.5182 0.7613 0.3080 0.6936 0.0017
```
Positions in Å, forces in eV/Å.

Properties
2S+1: 5
highest occupied orbital energy (spin up / spin down): -4.70 / -6.95 eV
total charge: 0



Calculated total energy, respectively: -1600.394295; -581.535289; -7083.816810; -2619.998092 a.u..